84
Properties=species:S:1:pos:R:3:forces:R:3 method="wB97M-V/def2-TZVPD" total_charge=-1
C -2.5095 -0.4435 -2.7786 -0.089 -0.173 -0.029
C -2.7278 -0.3629 -1.2927 -0.121 0.181 0.053
I -2.2911 -2.1747 -0.3149 0.158 -0.146 -0.007
C -3.1028 0.7090 -0.5991 -0.036 -0.931 -0.026
I -3.2011 2.4897 -1.6923 -0.084 0.207 0.207
C -3.3400 0.8623 0.9245 -0.358 1.142 0.387
C -1.9229 0.9894 1.5658 0.006 0.160 -0.355
C -1.6805 2.2497 2.3558 0.297 -0.132 0.208
F -1.6050 -0.1322 2.3464 -0.233 -0.031 0.120
O -4.0985 2.0325 1.1190 0.374 -0.251 0.014
B -5.5487 1.6973 0.9312 -0.060 0.090 -0.741
F -6.3379 2.3030 1.8986 0.062 -0.018 0.218
O -5.5271 0.1766 1.0518 0.019 0.051 0.103
C -4.3367 -0.1718 1.5142 -0.012 -0.182 0.009
Br -4.3509 0.0393 3.5957 0.156 -0.081 0.002
H -3.3787 -0.0483 -3.3072 0.063 0.117 0.007
H -2.3787 -1.4754 -3.0957 0.072 0.003 -0.009
H -1.6293 0.1292 -3.0777 -0.015 0.029 -0.028
H -1.2009 0.9547 0.7433 0.028 -0.015 0.086
H -0.7527 2.0964 2.9157 -0.018 0.043 -0.021
H -2.4872 2.4765 3.0448 -0.122 0.005 -0.056
H -1.5079 3.0816 1.6734 -0.238 0.048 0.010
H -5.9591 1.9872 -0.1968 0.059 -0.063 0.169
H -4.1045 -1.2255 1.4523 -0.080 0.051 -0.070
C -1.3538 2.8888 -7.5217 0.000 0.000 0.002
C 0.0212 3.0740 -7.4684 0.001 0.002 -0.001
C 0.6466 3.2760 -6.2456 0.002 -0.001 0.002
C -0.1027 3.2897 -5.0768 0.016 -0.004 0.001
C -1.4772 3.1039 -5.1289 -0.019 0.031 0.022
C -2.1022 2.9052 -6.3524 -0.004 -0.005 -0.004
H -1.8419 2.7305 -8.4753 0.000 -0.001 0.002
H 0.6056 3.0590 -8.3800 -0.002 0.004 0.001
H 1.7188 3.4223 -6.2036 -0.002 -0.007 0.001
H 0.3828 3.4420 -4.1209 -0.004 0.000 0.000
H -2.0558 3.1059 -4.2120 0.070 -0.024 -0.152
H -3.1744 2.7600 -6.3919 0.003 -0.005 0.003
C -4.7019 -6.0352 -4.3208 -0.001 0.000 0.001
C -3.8022 -6.7481 -5.1017 0.000 -0.002 -0.004
C -2.4438 -6.4726 -5.0218 -0.001 -0.001 0.001
C -1.9857 -5.4872 -4.1578 0.000 -0.003 -0.005
C -2.8849 -4.7756 -3.3753 0.002 0.032 -0.015
C -4.2433 -5.0484 -3.4587 -0.015 -0.005 0.000
H -5.7615 -6.2485 -4.3840 0.000 0.000 0.000
H -4.1599 -7.5188 -5.7731 0.000 0.004 -0.004
H -1.7423 -7.0260 -5.6337 0.000 -0.004 0.005
H -0.9264 -5.2726 -4.0928 -0.002 0.003 0.001
H -2.5344 -4.0070 -2.6977 0.012 -0.053 -0.027
H -4.9423 -4.4895 -2.8494 0.007 -0.001 0.006
C 1.9837 -0.4799 5.2551 0.010 0.028 0.089
C 0.9856 0.3963 4.8509 -0.024 -0.014 -0.022
C 0.9642 1.6925 5.3482 -0.073 0.021 -0.028
C 1.9329 2.1138 6.2490 0.064 -0.046 -0.041
C 2.9332 1.2365 6.6462 -0.016 -0.003 0.032
C 2.9585 -0.0595 6.1492 -0.002 -0.017 0.013
H 2.0044 -1.4908 4.8675 -0.015 0.077 0.182
H 0.2229 0.0747 4.1513 -0.014 0.014 0.063
H 0.1816 2.3714 5.0341 0.000 0.007 0.019
H 1.9138 3.1268 6.6317 -0.011 -0.009 0.010
H 3.7007 1.5643 7.3368 -0.012 -0.005 0.014
H 3.7434 -0.7402 6.4545 0.002 0.002 -0.001
C 2.2684 -1.5810 2.0004 0.058 -0.077 -0.072
C 1.2813 -0.8027 1.4115 -0.017 0.058 0.050
C 1.4402 -0.3595 0.1050 0.018 0.010 0.009
C 2.5797 -0.6977 -0.6116 0.028 0.002 -0.024
C 3.5647 -1.4794 -0.0223 -0.056 -0.056 -0.038
C 3.4095 -1.9202 1.2850 -0.078 -0.088 -0.008
H 2.1454 -1.9271 3.0191 0.028 -0.011 -0.227
H 0.3862 -0.5464 1.9653 0.120 -0.069 -0.112
H 0.6707 0.2476 -0.3567 0.002 -0.020 -0.014
H 2.6991 -0.3542 -1.6316 0.002 0.001 -0.002
H 4.4524 -1.7459 -0.5826 0.013 0.001 -0.006
H 4.1779 -2.5280 1.7465 0.010 0.007 0.006
C 4.6349 1.3909 3.1620 -0.020 0.014 0.018
C 5.3931 0.7765 2.1753 0.014 0.013 -0.074
C 6.7790 0.8646 2.2096 -0.009 0.016 0.030
C 7.4070 1.5627 3.2321 0.007 -0.011 0.012
C 6.6478 2.1767 4.2200 0.017 -0.013 -0.025
C 5.2631 2.0923 4.1823 0.015 0.033 -0.026
H 3.5542 1.3218 3.1401 -0.013 -0.028 0.003
H 4.9012 0.2287 1.3807 0.042 0.091 0.080
H 7.3701 0.3879 1.4375 0.006 -0.005 -0.006
H 8.4877 1.6282 3.2595 0.005 0.002 0.002
H 7.1363 2.7200 5.0195 0.002 0.010 -0.006
H 4.6655 2.5705 4.9459 0.005 0.003 0.014

58
Properties=species:S:1:pos:R:3:forces:R:3 method="wB97M-V/def2-TZVPD" total_charge=-1 relative_energy_kj_mol=0.00
K -0.6771 -0.1217 -0.0561 -0.053 -0.143 0.047
C 1.3172 -4.1568 -2.5585 0.539 1.025 -0.852
C 0.3947 -3.2184 -1.8382 -1.451 -0.855 0.691
N 0.5211 -1.9431 -1.8866 0.058 -0.407 -0.119
N 1.5553 -1.5234 -2.6871 -0.150 -0.656 0.218
C 1.9264 -0.2996 -2.3670 0.809 0.667 -0.306
O 1.3864 0.5002 -1.5892 -0.090 0.292 0.344
C 3.2241 0.1431 -3.0604 -1.428 0.109 -0.185
C 3.9836 -0.6896 -3.8759 0.104 -0.436 0.245
C 5.1070 -0.1611 -4.4816 0.604 -0.563 -0.453
C 5.5073 1.1514 -4.3521 -0.146 0.292 0.263
C 4.7282 1.9630 -3.5619 -0.467 1.124 0.277
C 3.5537 1.4834 -2.9588 1.108 0.838 0.483
C -0.7311 -3.8243 -0.9794 0.013 0.377 -0.171
C -1.1044 -5.1810 -1.1505 0.934 0.699 -0.425
C -2.0466 -5.7425 -0.3111 0.400 -0.378 -0.180
C -2.6197 -4.9716 0.6974 -0.314 -1.445 -0.386
C -2.2599 -3.6354 0.7428 -0.467 0.515 0.591
N -1.3708 -3.0556 -0.0529 0.916 -0.623 -0.930
H 2.2319 -3.5294 -2.7329 -0.452 -1.051 0.415
H 0.9965 -4.4166 -3.5727 -0.329 0.226 -0.049
H 1.4395 -5.1061 -2.0700 0.446 -0.208 0.549
H 3.7255 -1.7579 -3.9860 0.089 0.816 0.085
H 5.7669 -0.7769 -5.0535 0.095 -0.657 -0.421
H 6.4051 1.5425 -4.8343 -0.228 -0.253 0.117
H 5.0336 3.0141 -3.4331 -0.331 -0.500 0.031
H 2.9873 2.1679 -2.3092 0.040 -0.612 -0.433
H -0.5833 -5.7644 -1.9291 -0.530 0.270 0.536
H -2.2593 -6.8127 -0.4423 -0.163 0.531 0.229
H -3.3214 -5.5298 1.3489 0.393 1.118 -0.131
H -2.7048 -2.9532 1.4707 0.067 -0.371 -0.229
C -3.2708 -1.5282 3.5088 0.468 -0.485 -0.299
C -3.1495 -0.0214 3.4175 -0.674 0.160 -0.065
C -3.8153 0.7986 4.3622 2.223 -0.130 -2.285
C -3.5377 2.1694 4.2234 -0.674 0.197 0.130
C -2.7193 2.6600 3.2234 0.155 -0.314 0.464
C -2.1152 1.7409 2.2975 0.921 0.650 -1.697
N -2.4497 0.4175 2.3598 0.092 -0.310 1.183
N -1.2410 2.0906 1.3086 -1.422 0.554 0.967
Si -0.3877 3.5820 1.1769 -0.585 -0.851 0.285
C 0.8880 3.4016 2.5011 0.577 -0.427 0.736
C 0.3218 3.6483 -0.5343 1.359 0.264 -0.841
C -1.1431 5.2870 1.5894 0.747 0.679 -0.595
H -3.5189 -1.9146 4.4973 -0.378 0.293 0.060
H -2.3109 -2.0146 3.2721 -0.134 0.429 -0.005
H -3.9743 -1.9244 2.7643 -0.107 0.170 0.263
H -4.3993 0.3209 5.0912 -0.717 -0.121 1.045
H -4.0603 2.8338 4.9140 0.345 0.186 -0.128
H -2.4365 3.7152 3.1443 -0.398 -0.544 0.222
H 1.5845 2.5565 2.4152 0.013 0.323 -0.367
H 0.3226 3.1380 3.4042 -0.140 0.243 0.015
H 1.4122 4.3258 2.7092 0.441 0.184 0.105
H 0.7593 2.6597 -0.7647 -0.174 0.306 -0.005
H 1.1498 4.3860 -0.7158 -0.513 -0.482 0.574
H -0.3671 3.8902 -1.3405 -0.476 -0.162 0.067
H -1.0188 5.9704 0.7024 -0.644 -0.628 0.686
H -0.4844 5.7507 2.3424 -0.260 -0.205 0.016
H -2.1511 5.2657 2.0008 -0.060 0.281 -0.381

27
Properties=species:S:1:pos:R:3:forces:R:3 method="wB97M-V/def2-TZVPD" total_charge=+2
N 3.9953 -1.5696 1.0057 -5.345 0.881 -3.342
C 2.7636 -1.4622 0.3992 3.433 0.364 0.679
C 2.5113 -0.6330 -1.0304 -1.051 -0.384 0.682
C 1.2143 0.3695 -0.7062 0.466 0.972 -0.071
C 1.4331 1.7936 -0.3259 -2.082 -3.207 0.092
S 3.1468 2.5818 -0.2266 -1.471 -0.589 0.232
C 0.0663 2.6749 0.0216 0.778 5.583 1.223
O 0.1311 4.0070 0.2975 -0.535 -9.390 -1.916
C -1.4148 1.8989 0.0625 0.177 -1.896 0.032
S -2.8510 2.9984 0.6780 2.013 -1.365 0.281
C -1.6182 0.4717 -0.3410 1.570 2.006 0.210
C -3.1026 -0.2812 -0.3391 1.642 0.497 -0.156
C -3.1095 -1.5071 0.7738 -5.122 -2.955 -0.436
O -4.2024 -2.2813 0.8113 7.713 4.405 -0.084
O -1.9260 -1.6668 1.6518 -1.958 -0.715 -2.914
C -0.2783 -0.3652 -0.8020 -1.057 1.158 0.434
O -0.4441 -1.6454 -1.2067 0.679 3.600 1.450
H 4.6689 -1.0588 0.3747 -0.637 -0.604 0.754
H 1.7718 -1.9158 0.8847 2.422 0.911 -0.826
H 2.2470 -1.3921 -1.9084 0.327 1.613 1.967
H 3.4625 -0.0490 -1.3877 -1.999 -0.915 0.994
H 3.7648 2.0810 0.9305 -1.206 -0.069 -0.913
H -2.3857 3.3939 1.9731 -0.023 -0.583 -1.824
H -3.2527 -0.6777 -1.4546 0.170 0.447 2.618
H -3.9937 0.4754 -0.1547 2.043 -1.627 -0.069
H -1.4954 -2.5386 1.4103 -0.983 1.279 1.051
Yb -1.1024 -3.7024 -1.3913 0.036 0.584 -0.147

17
Properties=species:S:1:pos:R:3:forces:R:3 method="wB97M-V/def2-TZVPD" relative_energy_kj_mol=323.03
C 0.4781 -0.8371 1.9789 -0.060 0.225 0.289
C -0.3794 -0.0033 1.2295 0.150 0.029 0.196
C 0.1357 1.2433 0.5666 0.035 -0.055 0.028
C -0.1190 1.4111 -0.9168 -0.030 -0.091 -0.155
C -0.2261 0.4444 -1.8241 0.028 0.103 0.115
C -0.1925 -1.0340 -1.5440 -0.009 0.007 -0.209
O -0.4114 -1.3101 -0.1871 0.124 -0.088 0.060
H 0.0470 -1.4689 2.7517 0.052 0.082 -0.133
H 1.4924 -0.4855 2.1619 -0.147 -0.046 -0.059
H 0.3937 -1.5060 0.7317 -0.203 0.045 -0.299
H -1.4561 -0.0575 1.3658 0.157 -0.018 -0.037
H 1.2176 1.3191 0.7434 -0.142 -0.036 -0.017
H -0.3134 2.0917 1.1008 0.036 -0.122 -0.070
H -0.1454 2.4444 -1.2592 -0.003 -0.156 0.032
H -0.3425 0.7213 -2.8712 0.016 -0.028 0.155
H -0.9578 -1.5328 -2.1598 0.108 0.081 0.075
H 0.7790 -1.4401 -1.8680 -0.113 0.067 0.030

Per-record orbital gap, eV: 7.98; 6.31; 5.52; 9.64
Per-record highest occupied orbital energy, Eh: -0.21455; -0.14271; -0.56027; -0.31533